1 | The following is a quantum chemistry calculation of a 3-piece molecular cluster, H6O3 overall, from the Open Molecules 2025 dataset.

The frontier orbital gap comes out at 11.184 eV. The value obtained for the HOMO energy is -10.77 eV. The SMILES is O.O.O.

Geometry as ORCA input:
```
! wB97M-V def2-TZVPD RIJCOSX def2/J DEFGRID3
* xyz 0 1
H 3.0766 -0.2460 -0.9897
H 0.7292 0.3551 0.6294
H 1.8302 0.6131 -0.9851
H -2.8143 0.0013 1.4093
H -0.5619 -0.1522 0.0233
H -2.9283 -1.1257 0.4050
O 0.1922 0.4077 -0.1612
O -2.3015 -0.5081 0.7819
O 2.7779 0.6550 -1.1128
*
```

=====

2 | The following is a quantum chemistry calculation of a 3-piece molecular cluster, H6O3 overall, from the Open Molecules 2025 dataset.

The frontier orbital gap comes out at 10.881 eV. The value obtained for the HOMO energy is -10.33 eV. The SMILES is O.O.O.

Geometry as ORCA input:
```
! wB97M-V def2-TZVPD RIJCOSX def2/J DEFGRID3
* xyz 0 1
O 8.7190 8.8390 34.0690
H 10.8860 11.0470 32.8340
H 7.2460 8.2760 33.5220
H 6.1080 7.4640 34.2460
H 10.0590 11.9050 33.5230
H 9.2270 9.4800 33.7410
O 10.3520 11.1260 33.5810
O 6.5020 7.6560 33.3010
H 9.1850 8.0730 34.1680
*
```

=====

3 | The following is a quantum chemistry calculation of a 3-piece molecular cluster, H6O3 overall, from the Open Molecules 2025 dataset.

The frontier orbital gap comes out at 11.731 eV. The value obtained for the HOMO energy is -11.67 eV. The SMILES is O.O.O.

Geometry as ORCA input:
```
! wB97M-V def2-TZVPD RIJCOSX def2/J DEFGRID3
* xyz 0 1
H -0.5515 -1.7719 1.1251
O 2.7930 0.8999 -0.4216
H 1.8804 1.0679 -0.5775
H 3.1962 1.7187 -0.1069
H -2.4675 -0.7253 -0.3313
H -0.2051 -0.3568 0.9521
O -2.7289 -0.2187 -1.0566
H -2.0629 0.4743 -0.9221
O 0.1462 -1.0880 1.3389
*
```

=====

4 | The following is a quantum chemistry calculation of H6O3 as an isolated structure, from the Open Molecules 2025 dataset.

The frontier orbital gap comes out at 10.666 eV. The value obtained for the HOMO energy is -10.40 eV.

Geometry as ORCA input:
```
! wB97M-V def2-TZVPD RIJCOSX def2/J DEFGRID3
* xyz 0 1
H -0.7469 0.0436 -0.4381
H 1.2564 -0.6464 1.6652
H 0.7506 1.3608 -0.1282
O -1.6091 -0.2932 -0.6821
O 0.3953 0.6025 -0.5917
H -0.1136 -0.5385 1.0301
H 1.1603 0.1793 -0.9815
H -1.5201 -0.5353 -1.6039
O 0.4271 -0.1727 1.7301
*
```

=====

Which structure is the most stable? The one labeled 1.

=====

1 | The following is a quantum chemistry calculation of one molecule with the formula C4H5NOS2, from the Open Molecules 2025 dataset.

The frontier orbital gap comes out at 7.891 eV. The value obtained for the HOMO energy is -9.48 eV. The SMILES is N#C[C@H](CO)SC=S.

Geometry as ORCA input:
```
! wB97M-V def2-TZVPD RIJCOSX def2/J DEFGRID3
* xyz 0 1
C 1.4498 -0.5849 0.7133
H 2.0387 0.0677 1.3723
H 1.2594 -1.5393 1.2264
C -2.3233 0.1004 -0.8316
N 0.4738 2.5794 -0.5000
S -0.8699 -0.8829 -0.7733
H -0.4533 0.1912 1.3606
H -2.3991 0.8024 -1.6570
O 2.2152 -0.8495 -0.4594
H 1.7021 -1.4566 -1.0427
C 0.3425 1.4939 -0.1043
C 0.1135 0.1319 0.4054
S -3.5494 -0.0537 0.2904
*
```

=====

2 | The following is a quantum chemistry calculation of one molecule with the formula C4H5NOS2, from the Open Molecules 2025 dataset.

The frontier orbital gap comes out at 7.324 eV. The value obtained for the HOMO energy is -8.53 eV. The SMILES is O=CN(C=S)CC=S.

Geometry as ORCA input:
```
! wB97M-V def2-TZVPD RIJCOSX def2/J DEFGRID3
* xyz 0 1
C 0.7387 1.5654 0.0779
H 2.3855 -0.2594 -0.6473
H -0.5091 -1.1795 1.3175
O 1.6418 1.7786 -0.7307
N 0.5274 0.1435 0.3443
H -1.2098 0.3849 1.3432
S 1.6300 -2.3353 -0.2369
C -0.7753 -0.3467 0.7127
H 0.1025 2.2878 0.6591
S -3.2769 -0.6641 -0.3014
H -1.0060 -0.3070 -1.7646
C -1.6730 -0.3972 -0.6431
C 1.4243 -0.6710 -0.1307
*
```

=====

3 | The following is a quantum chemistry calculation of one molecule with the formula C4H5NOS2, from the Open Molecules 2025 dataset.

The frontier orbital gap comes out at 8.798 eV. The value obtained for the HOMO energy is -8.87 eV. The SMILES is OC(=S)[C@@H]1CNC1=S.

Geometry as ORCA input:
```
! wB97M-V def2-TZVPD RIJCOSX def2/J DEFGRID3
* xyz 0 1
H -2.0393 -0.5652 1.1002
H -1.5716 -1.1604 -0.5251
C 0.0086 1.2461 -0.2096
H -2.1156 1.9904 -0.1820
C -1.3679 -0.3594 0.2514
H 0.5031 -0.3755 1.5182
C 0.0596 -0.2685 0.3901
S 0.7574 -2.6673 -0.5041
H 2.4877 0.4363 -0.3993
N -1.3970 1.0900 -0.0305
C 1.1910 -1.1272 -0.2492
O 2.5012 -0.5925 -0.2251
S 0.9829 2.3531 -0.9349
*
```

=====

Which structure is the most stable? The one labeled 1.